Molecular formula: C38H71Br34O5PS
Method: DFT, ωB97M-V/def2-TZVPD

Properties
- Frontier orbital gap: 0.296 Eh
- E_HOMO: -8.96 eV
- Total energy: -2452367.756 eV

Geometry as XYZ:
```
150
Properties=species:S:1:pos:R:3:forces:R:3:lowdin_charge:R:1
Br 0.5668 8.3834 -2.5733 -0.090 -0.004 0.101 0.581
Br -4.2111 -5.6298 3.9599 -0.219 0.083 0.348 0.691
H 0.0236 3.7794 -6.2588 -0.030 -0.006 -0.051 0.015
H 8.3220 -9.2452 -4.3739 -0.039 -0.073 -0.004 0.049
C -2.5910 5.0349 8.3523 0.215 0.043 -0.052 -0.685
Br 6.3273 -3.9173 -2.5614 0.116 0.012 0.037 0.640
H -0.8141 -7.4715 0.5317 -0.249 -0.148 -0.325 0.077
C -5.5471 -4.6301 4.9501 -0.014 -0.337 -0.138 -0.681
H -1.7434 5.8171 -4.3453 0.042 -0.025 0.024 0.021
H -5.6748 -1.1798 0.6915 -0.026 -0.036 0.023 0.004
H -5.5916 1.9151 2.4719 0.037 0.009 -0.025 0.013
C 4.0480 2.2605 -9.5352 -0.077 0.112 0.014 -0.664
H -0.2346 5.4183 2.0130 0.013 0.002 0.011 0.063
C -6.9197 6.3500 7.0036 0.101 0.117 -0.051 -0.702
H -8.3269 -0.9436 -0.8360 0.030 0.030 -0.027 0.048
C 0.1726 10.8981 -3.8913 -0.149 0.174 0.056 -0.701
Br 1.5892 4.0400 -1.9336 0.190 0.013 0.135 0.657
C 0.5279 -5.6110 1.8784 -0.752 0.286 -0.243 -0.321
C -5.7987 2.8032 3.0633 0.039 -0.206 0.089 -0.692
H 0.5923 4.0168 3.8065 -0.023 0.015 0.014 0.062
Br 5.5638 -10.0684 -3.7070 -0.057 0.086 0.029 0.616
H -3.8141 -1.1512 5.7789 -0.010 0.028 -0.001 0.000
C 1.0476 3.7171 -6.6159 0.168 -0.244 -0.032 -0.670
H -6.8361 6.5468 5.9384 -0.033 -0.002 -0.009 0.015
H 2.1091 -4.9590 -2.6579 0.002 -0.015 0.030 0.052
Br -1.9400 5.3010 6.5395 -0.010 0.060 -0.026 0.591
Br 5.7184 -3.6300 -6.1968 -0.065 -0.018 0.053 0.600
Br -4.3301 2.8305 7.8137 -0.106 0.242 0.007 0.660
H -1.6779 4.8953 2.9034 0.038 -0.002 0.082 0.032
C 7.6857 -8.6690 -5.0371 0.020 0.248 -0.060 -0.688
H -8.4578 7.7754 7.5522 0.030 0.019 -0.021 0.048
C 0.0164 3.5413 3.0151 -0.080 0.066 0.240 -0.675
C 1.8568 -10.0266 5.0349 0.094 -0.226 -0.094 -0.692
Br -1.3274 0.0548 8.4311 0.024 0.018 -0.058 0.629
H -0.9483 4.4071 -2.5582 -0.077 0.040 -0.022 -0.037
H 6.6929 3.1957 -3.3330 -0.046 -0.004 -0.025 0.058
H -6.6530 -4.2497 3.1173 0.046 -0.047 -0.005 0.051
C 6.4021 2.0641 -5.1312 0.086 0.040 -0.207 -0.690
H -6.6519 5.3161 7.1988 -0.016 -0.020 -0.013 0.033
H 0.6714 -9.9039 3.2214 0.056 -0.034 -0.005 0.057
C 1.2214 -5.0361 3.1020 -0.409 0.626 -1.862 -0.544
H 4.3159 -7.0280 -3.2015 0.002 -0.004 -0.009 0.010
Br 4.8691 3.5155 -8.2979 0.084 -0.015 0.011 0.667
H 4.0069 1.9470 0.1579 -0.033 0.020 0.031 0.062
H 4.7880 -2.2071 -4.3834 0.007 0.022 0.049 0.053
Br -4.8833 5.3320 4.0521 0.045 0.013 -0.005 0.625
C 2.9340 -5.3539 -3.2429 -0.003 -0.021 -0.220 -0.695
C -3.0729 -1.2559 6.5686 0.066 -0.178 -0.198 -0.699
P -1.2460 -5.7286 1.6605 -0.794 0.437 0.157 0.146
O 3.8159 -6.1804 1.3559 0.200 0.717 0.471 0.145
H 2.4387 3.7981 0.3708 0.071 -0.014 0.002 0.058
C -2.3685 0.0526 6.7843 -0.172 0.071 0.098 -0.716
C -0.4271 9.5213 -3.7980 0.133 -0.180 -0.076 -0.693
H -0.3751 9.0181 -4.7620 0.026 0.025 -0.018 0.041
H -3.1061 0.8510 6.8956 0.239 -0.204 -0.037 -0.046
H 7.7944 -2.8270 -4.2497 -0.018 -0.004 -0.057 0.060
Br -5.5473 7.4511 7.8403 -0.034 -0.033 0.003 0.640
H -3.5222 5.5850 8.4347 -0.034 -0.032 -0.013 -0.022
H -2.8792 3.4143 9.7278 -0.009 0.031 0.008 0.064
C 2.7698 -5.6979 1.6490 -0.547 0.053 -2.161 -0.548
H -3.9092 3.0459 4.1036 -0.030 -0.008 0.041 0.003
C -1.5410 3.9419 -3.3408 -0.172 0.015 0.199 -0.741
C 3.6809 -6.4512 -2.5361 0.022 0.062 0.204 -0.676
H -9.0515 6.2512 6.8629 0.031 -0.020 -0.034 0.059
H -6.1846 -5.3700 5.4298 -0.066 0.039 -0.020 0.058
Br 1.7967 -7.6818 3.3542 0.104 -2.458 1.104 1.045
Br -0.2557 11.9785 -2.3326 0.065 -0.029 0.005 0.609
H 2.7022 0.6075 -9.5394 -0.030 0.050 -0.023 0.061
O 2.5136 -4.7633 2.6239 0.950 -0.616 1.470 0.113
Br -8.6254 5.9966 9.2807 0.015 0.066 0.006 0.602
Br -5.2978 -2.1994 3.5070 0.081 0.056 -0.113 0.637
C -6.2566 -0.9137 -0.1846 0.035 0.101 -0.140 -0.679
H 5.9835 -1.3248 -5.3546 0.026 0.016 0.041 -0.030
H -1.4546 9.5338 -3.4503 -0.012 0.056 0.010 0.052
H 6.5113 -10.1933 -5.9826 0.037 0.004 -0.004 0.056
H -0.9399 -7.1526 3.1586 -0.308 -0.110 0.460 0.033
H -0.8864 3.3899 -4.0084 0.036 0.029 -0.004 0.018
H 4.2823 -6.0475 -1.7235 -0.032 0.014 0.006 0.036
H 3.6158 -4.5495 -3.5036 0.071 -0.021 0.008 0.002
C -4.5274 3.5451 3.3652 -0.022 0.170 -0.116 -0.696
H 2.7402 1.4731 -7.9884 0.025 0.044 0.008 -0.004
C -7.6721 -1.4206 -0.1147 -0.025 -0.150 0.189 -0.684
H 1.2698 5.5977 -7.6233 -0.041 -0.021 0.003 0.064
O -1.7153 -6.6042 2.9431 0.960 -0.042 -0.648 -0.301
H 8.2016 2.5606 -4.0138 0.013 -0.044 -0.052 0.053
Br 7.4038 0.8601 -6.2804 0.227 0.058 0.108 0.629
Br -2.6469 2.6262 -2.4290 -0.019 -0.065 -0.130 0.594
H 2.3531 -9.3575 5.7294 -0.035 0.046 0.007 0.055
Br -6.1905 1.0261 -0.3422 0.029 -0.002 0.042 0.632
H 0.6868 3.0088 2.3486 -0.012 0.033 -0.060 0.031
H 5.4381 1.5982 -4.9463 -0.028 0.028 -0.004 0.042
O 0.8429 -4.8374 4.1947 -0.033 0.525 0.326 0.161
Br 7.0185 0.8446 -2.6415 0.135 0.293 0.169 0.686
Br -8.4641 -1.1320 1.6400 -0.081 0.097 -0.084 0.595
Br 4.5551 -0.2126 -8.1429 -0.177 0.092 -0.030 0.626
C -2.3687 4.9774 -4.0481 0.078 0.053 -0.207 -0.688
Br 3.1222 0.7186 -1.7888 0.002 0.019 -0.128 0.601
H 4.8374 1.9092 -10.1910 0.011 -0.033 0.009 0.053
Br -6.6461 2.1497 4.6867 -0.099 0.029 0.063 0.593
H -7.6910 -2.4978 -0.2635 0.047 -0.005 -0.021 0.058
C 7.1474 2.3585 -3.8585 -0.190 -0.056 0.156 -0.656
C -0.8357 4.5594 2.3045 0.054 0.048 -0.248 -0.662
C -6.3488 -3.7486 4.0300 -0.048 0.238 0.171 -0.669
H 0.0601 -8.9520 4.5921 0.036 0.007 0.040 0.066
C 1.6795 5.0722 -6.7632 -0.224 0.209 0.051 -0.674
Br 2.0265 2.6214 -5.3376 -0.088 -0.066 -0.033 0.617
C 3.5110 2.3078 -0.7406 0.023 -0.277 0.088 -0.687
O -1.4145 -6.7195 0.4055 0.513 -0.070 0.320 -0.185
H -1.8451 5.4892 9.0007 0.027 -0.055 0.018 0.062
Br -1.8666 -2.6548 5.9562 -0.042 -0.032 0.028 0.622
H 4.2051 2.9094 -1.3182 -0.011 0.031 -0.006 0.043
C -2.7387 3.5717 8.6609 -0.203 -0.044 0.128 -0.665
C -8.2946 6.7043 7.4987 -0.098 -0.168 0.105 -0.694
Br 2.4678 -7.7195 -1.6886 0.160 -0.380 -0.462 0.701
H 7.0065 -1.6241 -3.2023 0.013 -0.216 -0.089 -0.054
H 5.6391 -8.6656 -5.7512 0.035 0.047 -0.025 0.050
H -7.2285 -3.3533 4.5336 0.018 0.021 0.024 0.059
H 1.2947 -10.7754 5.5881 -0.056 0.028 -0.013 0.061
H 2.7597 5.0320 -6.8457 0.000 -0.051 0.021 0.001
S -2.1253 -4.0671 1.4438 0.031 0.021 -0.052 0.340
C 1.4345 -5.9971 0.9936 0.239 0.910 0.449 -0.055
C 5.7788 -2.2516 -4.8248 0.047 -0.031 -0.192 -0.705
Br -1.0717 2.1963 3.8927 0.039 -0.138 -0.024 0.683
H 8.2137 -8.4740 -5.9679 -0.019 -0.010 -0.019 0.057
Br 7.4360 -6.9293 -4.2012 -0.025 -0.088 0.020 0.602
H 6.2580 2.9666 -5.7188 0.009 0.039 0.028 0.016
Br 3.2471 -11.0044 4.0963 0.030 0.066 0.017 0.631
H -6.5316 3.4155 2.5486 0.007 0.016 -0.015 0.052
C 2.2490 3.0505 -0.3975 -0.052 0.283 0.007 -0.686
C 6.8542 -2.5146 -3.8074 -0.153 0.021 0.163 -0.682
Br 2.1835 -5.9665 -4.9298 -0.048 -0.004 0.047 0.605
H -3.1993 5.3341 -3.4484 -0.014 -0.041 0.031 0.054
H -1.6798 0.2889 5.9798 0.031 -0.038 0.008 -0.006
H 1.3125 -6.4530 0.0157 0.114 0.087 0.431 0.011
C 6.3694 -9.3426 -5.3199 -0.017 -0.186 0.060 -0.695
H 1.0665 3.1660 -7.5542 0.020 0.062 -0.045 0.052
C 3.3365 1.1373 -8.8318 0.005 -0.303 -0.047 -0.687
H 1.2541 10.8769 -3.9714 0.012 -0.048 -0.015 0.050
Br -3.1220 4.2880 -5.7081 -0.016 0.009 0.015 0.610
H -0.2452 11.4358 -4.7392 -0.016 -0.036 -0.022 0.058
C 0.9547 -9.2979 4.0757 0.019 0.197 0.230 -0.601
H -1.8967 2.9801 8.3191 0.026 -0.008 -0.015 0.011
H 1.4453 2.3964 -0.0721 0.011 -0.051 -0.036 0.040
H -3.9519 3.6959 2.4535 -0.028 -0.046 -0.025 0.013
Br 1.2567 6.1730 -5.2120 0.120 0.042 -0.009 0.624
Br -1.5755 3.8463 0.6509 -0.014 -0.002 0.089 0.633
H -5.7627 -1.2893 -1.0777 -0.024 -0.022 -0.010 0.062
H -5.0152 -4.0638 5.7087 -0.003 0.040 -0.006 0.036
H 3.3388 2.8556 -10.1063 -0.020 -0.028 -0.019 0.058
H -3.5515 -1.6306 7.4677 -0.004 0.077 0.048 0.053
```
Forces are in eV/Å.